Density functional theory data (ωB97M-V/def2-TZVPD) for a structure of composition C18H26Cl3O7Sr.

```
55
Properties=species:S:1:pos:R:3:forces:R:3
Sr -0.3744 0.1955 -0.6299 -0.233 -0.204 -0.402
C 0.2488 3.1418 -2.4151 -0.074 -0.017 -0.011
C 1.3418 3.3246 -1.3828 0.020 -0.039 0.001
O 1.6025 2.0839 -0.7242 0.063 0.033 -0.043
C 2.9093 1.5291 -0.9037 -0.038 0.032 -0.004
C 2.9148 0.5405 -2.0534 -0.030 -0.045 -0.012
O 1.8997 -0.4516 -1.9015 0.060 -0.016 0.009
C 2.3114 -1.6989 -1.3347 0.055 0.102 0.236
C 2.5053 -1.6273 0.1836 0.001 -0.015 -0.064
O 1.5764 -0.6902 0.7132 0.075 -0.114 0.117
C 1.3150 -0.8190 2.1151 -0.024 0.021 0.031
C 0.7992 0.5136 2.6036 0.007 -0.023 -0.028
O -0.3063 0.8619 1.7801 -0.014 0.070 0.248
C -1.1935 1.8583 2.2705 -0.063 -0.039 -0.004
C -2.5357 1.6037 1.6148 0.023 -0.050 0.002
O -2.4057 1.5489 0.1888 -0.034 0.129 0.144
C -2.9076 2.6302 -0.5894 0.068 -0.022 -0.026
C -1.7582 3.4438 -1.1347 0.013 -0.008 -0.017
O -0.9130 2.5379 -1.8469 0.034 0.031 -0.009
H 0.5807 2.4630 -3.2019 0.006 0.001 -0.004
H -0.0082 4.0991 -2.8779 0.012 0.008 0.006
H 1.0517 4.0499 -0.6200 -0.012 0.004 0.000
H 2.2400 3.7049 -1.8751 0.002 -0.003 0.001
H 3.1667 1.0439 0.0349 -0.002 -0.017 0.000
H 3.6393 2.3199 -1.0927 0.000 0.004 0.006
H 3.8976 0.0700 -2.1457 0.007 0.004 0.009
H 2.7017 1.0540 -2.9932 0.002 0.003 -0.003
H 3.2447 -2.0354 -1.7919 -0.062 -0.050 -0.107
H 1.5174 -2.3998 -1.5859 -0.005 -0.004 0.010
H 3.5201 -1.3181 0.4565 -0.002 0.032 -0.015
H 2.3308 -2.6228 0.6015 0.011 0.000 0.014
H 2.2291 -1.0710 2.6591 0.026 -0.020 -0.048
H 0.5638 -1.5986 2.2654 0.005 -0.007 0.021
H 1.5730 1.2858 2.5354 0.002 0.005 -0.008
H 0.4881 0.4137 3.6469 -0.044 0.015 -0.011
H -0.8001 2.8557 2.0431 -0.004 0.009 -0.013
H -1.3108 1.7708 3.3545 0.031 -0.017 0.002
H -3.2516 2.3717 1.9132 -0.026 -0.003 -0.046
H -2.9012 0.6238 1.9242 -0.003 -0.001 -0.004
H -3.5829 3.2602 -0.0085 0.014 0.003 0.025
H -3.4695 2.1934 -1.4164 -0.024 0.007 0.004
H -1.2011 3.9224 -0.3228 -0.012 -0.001 0.015
H -2.1271 4.2198 -1.8121 -0.002 -0.002 -0.007
Cl -2.0411 -7.4002 0.3162 0.004 0.029 -0.003
C -1.8873 -5.6704 0.3107 -0.007 -0.016 0.042
C -1.6047 -5.0113 -0.8724 0.010 -0.006 -0.056
C -1.4879 -3.6357 -0.8468 0.004 -0.021 0.005
Cl -1.1066 -2.7725 -2.3267 0.006 0.025 0.010
C -1.6515 -2.8502 0.3102 0.014 0.149 0.010
O -1.5448 -1.5632 0.2948 0.135 0.112 0.029
C -1.9214 -3.5880 1.4815 -0.009 -0.071 0.001
Cl -2.0975 -2.7034 2.9714 0.009 0.005 -0.044
C -2.0424 -4.9636 1.4936 0.000 -0.012 -0.004
H -1.4804 -5.5623 -1.7939 0.005 0.011 -0.001
H -2.2563 -5.4822 2.4175 0.000 -0.001 -0.003
```
Positions in Å, forces in eV/Å.

## Properties
Relative energy (zero: lowest compared OMol25 entry of this formula, charge and spin): 0.247 eV
HOMO level: -0.3559 Ha
LUMO energy: -0.08117 Ha
Kohn-Sham gap: 7.475 eV
Total charge: +1
2S+1: 1